# 1
{"formula": "C29H64NO5", "method": "ωB97M-V/def2-TZVPD", "charge": -1, "fmax_ev_per_a": 1.69, "orbital_gap_ev": 4.02, "symbols": ["C", "C", "C", "N", "C", "C", "C", "C", "C", "C", "C", "C", "C", "O", "C", "H", "H", "H", "H", "H", "H", "H", "H", "H", "H", "H", "H", "H", "H", "H", "H", "H", "H", "H", "H", "H", "H", "H", "H", "C", "C", "O", "C", "C", "H", "H", "H", "H", "H", "H", "H", "H", "H", "H", "C", "C", "O", "C", "C", "H", "H", "H", "H", "H", "H", "H", "H", "H", "H", "C", "C", "O", "C", "C", "H", "H", "H", "H", "H", "H", "H", "H", "H", "H", "C", "C", "O", "C", "C", "H", "H", "H", "H", "H", "H", "H", "H", "H", "H"], "coordinates": [[-1.63648, -3.93492, -5.71413], [-1.18620, -2.81380, -5.71576], [-0.63911, -1.43071, -5.77893], [-0.20503, -1.00428, -4.47161], [1.19721, -0.68148, -4.45409], [1.68052, -0.77916, -2.99150], [2.87557, -1.70546, -2.76549], [3.01464, -1.94583, -1.24218], [3.30344, -0.64277, -0.47960], [2.05391, 0.02956, 0.07373], [2.44284, 1.03145, 1.20928], [1.80855, 0.62314, 2.55313], [0.39403, 1.24786, 2.72253], [-0.37380, 0.33377, 3.51223], [-1.07866, -0.57673, 2.69311], [-2.01638, -4.91281, -5.76306], [0.12780, -1.35451, -6.56399], [-1.49782, -0.81217, -6.10454], [1.34575, 0.39338, -4.74838], [1.81651, -1.29445, -5.14057], [0.84690, -1.16268, -2.40693], [1.90918, 0.22827, -2.64107], [3.82183, -1.27507, -3.09484], [2.71322, -2.68134, -3.22013], [2.05474, -2.33823, -0.90681], [3.78670, -2.67849, -1.00589], [3.84335, 0.07706, -1.09663], [3.98074, -0.85902, 0.34936], [1.33170, -0.67653, 0.48142], [1.54433, 0.61920, -0.67859], [3.52626, 1.07689, 1.30227], [2.12905, 2.04141, 0.94446], [2.43439, 1.05237, 3.33232], [1.72401, -0.45393, 2.65059], [0.54580, 2.16925, 3.27412], [-0.10669, 1.41574, 1.76939], [-0.99656, -1.57568, 3.11510], [-2.11605, -0.26300, 2.58146], [-0.65306, -0.61351, 1.68871], [1.66091, 5.93631, 5.74593], [1.59237, 6.05620, 4.23210], [0.74950, 5.10144, 3.61933], [-0.61268, 5.12992, 4.00865], [-1.30249, 6.45209, 3.71816], [1.99654, 4.93878, 6.03339], [2.35743, 6.67173, 6.15143], [0.69001, 6.10478, 6.21384], [2.58593, 5.88635, 3.81610], [1.29979, 7.07022, 3.93602], [-0.70896, 4.86144, 5.06669], [-1.10493, 4.33822, 3.44369], [-0.85086, 7.28047, 4.26657], [-2.35437, 6.39754, 4.00118], [-1.23884, 6.68784, 2.65482], [-1.08474, 2.08066, -2.09202], [-1.59247, 1.03651, -1.11675], [-2.42900, 1.56196, -0.09322], [-3.61452, 2.20219, -0.51084], [-4.54959, 1.29697, -1.29470], [-0.54448, 2.86879, -1.55998], [-0.41475, 1.61537, -2.81735], [-1.89789, 2.55388, -2.64551], [-0.74204, 0.59230, -0.59839], [-2.09124, 0.22288, -1.65076], [-3.37942, 3.10944, -1.07973], [-4.11834, 2.53059, 0.40105], [-4.09823, 0.94318, -2.22184], [-5.46690, 1.83027, -1.55139], [-4.81032, 0.41818, -0.70091], [7.42994, -6.07718, -3.91148], [6.29996, -5.60767, -3.00857], [5.50041, -4.59076, -3.57261], [4.83296, -4.91482, -4.78199], [3.87883, -6.08944, -4.65429], [8.07289, -5.23839, -4.18320], [8.03249, -6.83101, -3.40174], [7.05675, -6.51938, -4.83614], [6.72504, -5.18184, -2.09868], [5.67762, -6.45406, -2.69529], [5.56220, -5.08663, -5.58271], [4.26560, -4.02766, -5.06227], [4.39589, -7.01106, -4.37906], [3.36682, -6.26268, -5.60124], [3.13123, -5.88849, -3.88592], [-6.09065, -1.00215, 2.17021], [-5.60565, 0.31090, 2.75988], [-6.61208, 1.03110, 3.45462], [-7.19574, 0.37390, 4.56181], [-6.20437, 0.00747, 5.65388], [-6.92775, -0.82855, 1.49186], [-5.28510, -1.48665, 1.61744], [-6.43016, -1.69648, 2.94072], [-5.27199, 0.96099, 1.95097], [-4.73615, 0.15290, 3.40670], [-7.75175, -0.51054, 4.22961], [-7.93257, 1.06965, 4.96566], [-5.44745, -0.69400, 5.30178], [-6.72387, -0.45516, 6.49455], [-5.68596, 0.89841, 6.01146]]}



# 2
{"formula": "CHF2NO2", "method": "ωB97M-V/def2-TZVPD", "charge": 0, "fmax_ev_per_a": 6.88, "orbital_gap_ev": 9.65, "de_lowest_kj_mol": 357.77, "symbols": ["C", "N", "O", "O", "F", "F", "H"], "coordinates": [[-0.22567, 0.47058, 0.02857], [0.43211, -0.71672, -0.37442], [1.62762, -0.76607, -0.59724], [-0.35969, -1.66434, -0.27685], [-1.54621, 0.30406, -0.05903], [0.09556, 1.62917, -0.53318], [-0.02372, 0.74333, 1.81215]]}



# 3
{"formula": "C10H14N", "method": "ωB97M-V/def2-TZVPD", "charge": 1, "fmax_ev_per_a": 6.32, "orbital_gap_ev": 9.78, "de_lowest_kj_mol": 255.52, "symbols": ["C", "C", "C", "C", "C", "C", "C", "C", "C", "C", "N", "H", "H", "H", "H", "H", "H", "H", "H", "H", "H", "H", "H", "H", "H"], "coordinates": [[2.99203, -0.52579, 1.68125], [3.13617, 0.32731, 0.60806], [1.79922, -0.90652, 2.15386], [2.05898, 0.65785, -0.09389], [0.63267, -0.49100, 1.50668], [0.72860, 0.25004, 0.28401], [-0.60891, 0.88478, -1.85832], [-0.51245, 0.53196, -0.43929], [-2.04096, 0.92392, 0.82475], [-2.48105, -0.91548, -1.60690], [-1.03782, -0.49262, -1.43420], [3.91024, -0.73715, 2.24694], [4.19914, 0.68014, 0.34579], [1.76324, -1.58089, 3.04466], [2.19639, 1.11820, -1.01084], [-0.36047, -0.64422, 1.99038], [-1.56942, 1.40011, -2.19619], [0.34803, 0.99258, -2.37501], [-2.87948, 1.06990, 0.23230], [-1.54140, 1.80949, 1.14049], [-1.83346, 0.10340, 1.60139], [-3.13049, -0.23242, -2.22836], [-2.48596, -1.82698, -2.04499], [-2.90841, -1.07411, -0.63810], [-0.37444, -1.32247, -1.73446]]}